An isolated molecule of C4H4N2O, computed with the ωB97M-V functional and the def2-TZVPD basis.

Highest occupied orbital energy = -11.4622 eV
Kohn-Sham gap = 11.9287 eV

```
! wB97M-V def2-TZVPD RIJCOSX def2/J DEFGRID3
* xyz 0 1
N 2.7492 0.1158 1.2919
C 1.9458 0.1402 0.4612
C 0.9667 0.2235 -0.6440
O 0.0667 -0.8568 -0.6751
C -1.2040 -0.7409 -0.0606
C -1.4845 0.5527 0.5894
N -1.7198 1.5682 1.0908
H 1.5188 0.1924 -1.5867
H 0.4639 1.1958 -0.5714
H -1.9699 -0.8944 -0.8320
H -1.3156 -1.5336 0.6905
*
```

***

An isolated molecule of C4H4N2O, computed with the ωB97M-V functional and the def2-TZVPD basis.

Highest occupied orbital energy (alpha / beta) = -7.3442 / -8.0951 eV
Kohn-Sham gap (alpha / beta) = 7.2270 / 7.6108 eV

```
! wB97M-V def2-TZVPD RIJCOSX def2/J DEFGRID3
* xyz 0 1
C -3.3730 -0.5413 -0.1317
C -2.6516 1.7826 0.3161
C -1.1382 0.0462 0.0919
C 0.2016 -0.5486 -0.0742
N -2.1861 -0.7856 -0.1045
N -1.4375 1.3761 0.2408
O -4.5516 -0.5478 -0.2101
H 0.1151 -1.5888 -0.1884
H 0.7766 -0.2737 -0.9384
H 0.9507 -0.3897 0.7418
H -0.6040 2.0737 0.4433
*
```

***

A cluster of 2 separate species, C4H4N2O in total, computed with the ωB97M-V functional and the def2-TZVPD basis.

Highest occupied orbital energy = -10.1898 eV
Kohn-Sham gap = 11.1469 eV

```
! wB97M-V def2-TZVPD RIJCOSX def2/J DEFGRID3
* xyz 0 1
C -1.6973 -0.9530 0.3325
C -0.8809 0.0977 0.8311
N 0.0094 0.4311 -0.0913
O -0.2084 -0.3739 -1.1673
C -1.2648 -1.1625 -0.9226
H -2.5995 -1.3276 0.7717
H -0.9668 0.6700 1.7657
H -1.5784 -1.8790 -1.7072
C 2.9180 1.4458 0.0269
N 2.9400 2.1005 0.9503
H 3.3288 0.9508 -0.7898
*
```

***

An isolated molecule of C4H4N2O, computed with the ωB97M-V functional and the def2-TZVPD basis.

Highest occupied orbital energy = -9.4333 eV
Kohn-Sham gap = 9.1411 eV

```
! wB97M-V def2-TZVPD RIJCOSX def2/J DEFGRID3
* xyz 0 1
H -0.1409 0.4375 -2.8959
N -0.6804 0.7755 -2.1040
C -0.2559 0.2571 -1.0347
C -0.7616 0.6575 0.2561
C -0.2253 0.1279 1.3554
C 0.5630 -1.0950 1.1889
N 1.1116 -1.3984 0.0713
O 0.8818 -0.5327 -0.9956
H -1.3209 1.5844 0.3306
H 0.0881 1.0246 1.8603
H 0.7405 -1.8382 1.9677
*
```

***

An isolated molecule of C4H4N2O, computed with the ωB97M-V functional and the def2-TZVPD basis.

Highest occupied orbital energy = -8.8440 eV
Kohn-Sham gap = 8.3988 eV

```
! wB97M-V def2-TZVPD RIJCOSX def2/J DEFGRID3
* xyz 0 1
O 2.1537 -0.9235 0.9402
C 1.1483 -0.5638 0.3804
C 0.9013 0.8715 -0.0336
C -0.5130 1.3727 -0.1625
N -1.3664 0.3447 -0.1555
C -1.0373 -1.0283 -0.1189
N 0.1199 -1.5067 0.0930
H 1.3645 1.0492 -1.0178
H 1.4628 1.5281 0.6404
H -2.3543 0.5538 -0.2555
H -1.8794 -1.6977 -0.3102
*
```

***

An isolated molecule of C4H4N2O, computed with the ωB97M-V functional and the def2-TZVPD basis.

Highest occupied orbital energy (alpha / beta) = -9.6087 / -9.4283 eV
Kohn-Sham gap (alpha / beta) = 7.5934 / 7.6885 eV

```
! wB97M-V def2-TZVPD RIJCOSX def2/J DEFGRID3
* xyz 0 1
O 1.2396 2.0255 1.0926
C 0.6821 1.0588 0.6051
C -0.6373 1.0620 -0.0254
C -1.1404 -0.0320 -0.6959
N -0.4822 -1.1929 -0.7945
C 0.6971 -1.2235 -0.1154
N 1.3362 -0.1859 0.5554
H -1.2039 1.9864 -0.0018
H -2.1225 -0.0011 -1.1690
H 0.3062 -1.3999 0.9545
H 1.3590 -2.0547 -0.3628
*
```

***

An isolated molecule of C4H4N2O, computed with the ωB97M-V functional and the def2-TZVPD basis.

Highest occupied orbital energy = -9.3102 eV
Kohn-Sham gap = 8.5224 eV

```
! wB97M-V def2-TZVPD RIJCOSX def2/J DEFGRID3
* xyz 0 1
H 2.0031 -0.9172 -1.5016
N 2.2072 -0.1306 -0.8594
C 1.0613 -0.1429 -0.0094
C 0.3758 0.8106 1.0551
C -0.9769 0.7930 0.7247
N -1.3165 -0.2233 -0.0550
C -0.1677 -0.8672 -0.4526
O -0.0718 -1.9070 -1.0890
H 0.8052 1.8712 1.1669
H -1.6795 1.5064 0.9471
H -2.2402 -0.7930 0.0734
*
```

***

An isolated molecule of C4H4N2O, computed with the ωB97M-V functional and the def2-TZVPD basis.

Highest occupied orbital energy = -9.6952 eV
Kohn-Sham gap = 10.1015 eV

```
! wB97M-V def2-TZVPD RIJCOSX def2/J DEFGRID3
* xyz 0 1
O -2.8188 -1.0630 -0.0480
C -2.0341 -0.1473 -0.0067
C -0.4959 -0.1270 0.1879
C 0.1221 1.0820 -0.0054
N 1.4668 1.0634 -0.1586
C 1.8062 -0.1946 -0.0576
N 0.7835 -1.0467 0.1414
H -2.4515 0.8886 -0.1737
H -0.3626 2.0496 -0.0561
H 2.8531 -0.4968 -0.1329
H 1.1312 -2.0080 0.3097
*
```

***

Computed F_max (eV Å⁻¹) in order:
1.19 3.41 2.02 2.57 0.55 0.61 7.12 1.91